No. 1
146
Properties=species:S:1:pos:R:3 method="wB97M-V/def2-TZVPD" homo_lumo_gap_ev=9.1709 lumo_energy_ha=-0.4474 multiplicity=1 e_homo_ha=-0.78440 total_charge=+6 e_above_lowest_ev=2.708
As 1.3638 -10.4820 -5.3884
F 2.1952 -11.9491 -4.9062
F 1.7636 -9.7345 -3.8646
F 0.5258 -8.9926 -5.8150
F 0.8850 -11.1724 -6.9279
F -0.0889 -11.1371 -4.6587
F 2.8102 -9.7816 -6.0922
C 2.0860 -9.6402 -9.5103
C 2.3573 -8.6770 -10.7045
N 3.1775 -9.3334 -11.7365
C 4.4954 -9.0524 -12.0182
C 4.9063 -10.0259 -12.9001
N 3.7641 -10.6582 -13.3420
C 2.7385 -10.2700 -12.5898
C 3.8029 -11.7178 -14.3486
H 1.3011 -10.3483 -9.7735
H 1.6406 -9.0991 -8.6713
H 3.0343 -10.0329 -9.1530
H 2.8764 -7.7650 -10.4181
H 1.4277 -8.3433 -11.1653
H 5.0336 -8.2630 -11.5223
H 5.8872 -10.2757 -13.2688
H 1.7464 -10.6853 -12.5900
H 3.3203 -11.3882 -15.2698
H 3.2442 -12.5764 -13.9837
H 4.8509 -11.8828 -14.5765
C 7.4027 -9.2960 -6.0464
C 5.9116 -8.9745 -5.8303
N 5.4312 -9.4233 -4.5234
C 5.4900 -8.7713 -3.2913
C 4.9489 -9.6033 -2.3891
N 4.6038 -10.7879 -3.0194
C 4.9446 -10.6388 -4.3107
C 4.0964 -11.9781 -2.3796
H 7.6416 -10.3477 -5.8753
H 8.0747 -8.7271 -5.4095
H 7.5564 -9.0914 -7.1073
H 5.2443 -9.3940 -6.5807
H 5.8251 -7.8923 -5.9291
H 5.9333 -7.7907 -3.2559
H 4.7581 -9.5476 -1.3292
H 4.7095 -11.3853 -5.0494
H 3.1197 -11.7575 -1.9530
H 4.8041 -12.4315 -1.6904
H 3.8976 -12.7064 -3.1653
C 5.8448 -12.1398 -10.4001
C 5.8592 -11.6024 -8.9681
N 5.2652 -12.5366 -8.0048
C 5.9658 -13.2557 -7.0410
C 5.0164 -14.0607 -6.4848
N 3.8236 -13.8764 -7.1170
C 3.9711 -12.8538 -7.9872
C 2.5545 -14.5430 -6.8857
H 6.3974 -11.4874 -11.0740
H 4.8887 -12.3867 -10.8571
H 6.4844 -13.0265 -10.3752
H 5.2962 -10.6674 -8.8866
H 6.8550 -11.3774 -8.5916
H 7.0326 -13.1562 -6.9359
H 5.0674 -14.8443 -5.7438
H 3.2024 -12.3942 -8.5823
H 1.7192 -13.8822 -7.1054
H 2.4911 -14.8954 -5.8599
H 2.4809 -15.3919 -7.5665
C -6.9568 -10.2205 -7.9308
C -6.2966 -8.8390 -7.8945
N -5.0051 -8.9397 -8.6280
C -4.8658 -8.7725 -9.9858
C -3.5330 -8.7545 -10.2646
N -2.8729 -8.7470 -9.0631
C -3.7752 -8.9497 -8.0799
C -1.4420 -8.6668 -8.8631
H -7.9761 -10.1819 -7.5491
H -6.3698 -10.9241 -7.3399
H -7.0379 -10.6172 -8.9446
H -6.0643 -8.5988 -6.8592
H -6.8793 -8.0365 -8.3382
H -5.6738 -8.6682 -10.6929
H -3.1083 -8.6007 -11.2427
H -3.5785 -9.1336 -7.0376
H -1.1388 -7.6456 -8.6246
H -0.9242 -8.8380 -9.8106
H -1.0129 -9.4058 -8.1867
C 2.2677 -6.3126 -4.9443
N 1.5157 -5.2314 -5.7376
C 0.2353 -5.8419 -6.1787
C 1.0538 -4.1021 -4.8162
C 2.2405 -4.5834 -6.9007
C 2.7773 -5.5798 -7.9369
O 3.8103 -6.3367 -7.3074
H 3.2721 -5.9025 -4.9116
H 2.2964 -7.2299 -5.5360
H 1.7431 -6.4910 -4.0121
H -0.4008 -6.0885 -5.3306
H 0.3303 -6.7811 -6.7202
H -0.2738 -5.1180 -6.8147
H 0.3340 -3.4850 -5.3513
H 1.8662 -3.4316 -4.5428
H 0.5947 -4.5793 -3.9568
H 3.0423 -3.9543 -6.5171
H 1.4870 -3.9020 -7.2956
H 3.1867 -4.9878 -8.7579
H 1.9650 -6.2471 -8.2479
H 4.2563 -6.7641 -8.0493
C -0.1619 -10.9042 -1.3565
N -1.6363 -10.7180 -1.4428
C -2.2601 -10.5386 -0.0761
C -1.9608 -9.4318 -2.1608
C -2.3894 -11.8122 -2.2220
C -2.1470 -13.2063 -1.7391
O -2.6725 -13.3597 -0.4369
H 0.4323 -10.8905 -2.2796
H -0.0382 -11.8389 -0.8136
H 0.1441 -10.0328 -0.7766
H -3.3319 -10.4829 -0.2306
H -1.7957 -9.7287 0.4799
H -2.0517 -11.4493 0.4849
H -3.0397 -9.3046 -2.2163
H -1.5317 -9.4590 -3.1619
H -1.5686 -8.5539 -1.6503
H -2.1397 -11.5939 -3.2600
H -3.4224 -11.4599 -2.2028
H -1.0783 -13.4401 -1.8062
H -2.6502 -13.9293 -2.3871
H -2.7713 -14.2992 -0.2396
C -2.9249 -13.7670 -11.8894
N -3.5903 -13.1001 -10.6817
C -4.5577 -12.0806 -11.2469
C -4.3817 -14.2084 -10.0639
C -2.5872 -12.3965 -9.8035
C -1.9763 -13.2673 -8.7229
O -2.9612 -13.4910 -7.7242
H -3.6890 -14.0935 -12.5928
H -2.2813 -14.5606 -11.5283
H -2.4149 -13.0031 -12.4793
H -5.1980 -11.8017 -10.4125
H -5.1511 -12.6518 -11.9570
H -4.0176 -11.2621 -11.7086
H -5.1090 -14.6822 -10.7224
H -4.9741 -13.8177 -9.2375
H -3.7197 -14.9761 -9.6767
H -3.1082 -11.5519 -9.3521
H -1.8305 -11.9732 -10.4635
H -1.1817 -12.6907 -8.2371
H -1.6262 -14.2386 -9.0820
H -2.7229 -14.2286 -7.1531

No. 2
20
Properties=species:S:1:pos:R:3 method="wB97M-V/def2-TZVPD" homo_lumo_gap_ev="3.7498 / 6.0045" lumo_energy_ha="0.2664 / 0.2608" s2=0.7552 multiplicity=2 e_homo_ha="0.12862 / 0.04011" total_charge=-2 e_above_lowest_ev=3.644
C -0.8233 2.0128 0.3366
O -1.4443 2.3317 1.4994
C 0.0446 0.1343 1.5268
C 0.3855 1.0629 0.3987
C 0.5703 0.2430 -0.8868
N 1.0038 -2.4422 0.1226
C 0.0125 -2.0673 -0.7699
C -0.5044 -0.7475 -1.1513
H -0.4519 2.8456 -0.2776
H -1.5103 1.5857 -0.4269
H -0.9967 -0.0949 1.4270
H 0.2981 0.4344 2.4991
H 1.3365 1.6850 0.7238
H 0.5163 -0.7991 1.2729
H 0.5684 1.0393 -1.6881
H 1.5784 -0.1741 -0.9156
H 1.8396 -2.0961 -0.3714
H -0.4790 -2.9353 -1.1934
H -0.8119 -1.3248 -0.0971
H -1.1322 -0.6934 -2.0286

No. 3
14
Properties=species:S:1:pos:R:3 method="wB97M-V/def2-TZVPD" homo_lumo_gap_ev=11.0142 lumo_energy_ha=0.0432 multiplicity=1 e_homo_ha=-0.36154 e_above_lowest_ev=3.212
C -1.6100 -0.1503 -0.0371
C -0.2575 0.4034 -0.6114
C 0.5839 0.9349 0.5846
C 1.5398 -0.2473 0.3682
O 0.7618 -1.4355 0.4242
C 0.7967 -0.7034 -0.8103
H -1.2587 -0.8811 0.6687
H -2.2869 -0.6087 -0.7763
H -2.1587 0.6638 0.4626
H -0.8777 0.9300 -1.3231
H -0.0041 0.8035 1.4935
H 1.0383 1.9317 0.5836
H 2.5855 -0.3674 0.6401
H 1.1476 -1.2736 -1.6673

No. 4
87
Properties=species:S:1:pos:R:3 method="wB97M-V/def2-TZVPD" homo_lumo_gap_ev="5.1228 / 2.9381" lumo_energy_ha="0.0269 / -0.0536" multiplicity=1 e_homo_ha="-0.16140 / -0.16157" total_charge=-1 e_above_lowest_ev=3.390
Pb -0.4289 -0.0313 -0.0637
C 1.0157 -5.9328 -1.6073
C -0.2351 -5.0627 -1.9000
N -0.7343 -4.2951 -1.0082
N -0.7092 -4.4636 0.2576
C -0.9299 -3.3875 1.0695
O -1.0498 -2.2033 0.6900
C -0.9130 -3.8144 2.4932
C -1.9640 -3.5524 3.3959
C -1.9320 -4.2105 4.6690
C -0.9031 -5.0570 5.0835
C 0.2562 -5.0544 4.2459
C 0.1763 -4.5300 2.9672
C -0.8435 -4.9513 -3.2376
C 0.0205 -5.4925 -4.2720
C -0.5418 -5.8480 -5.4659
C -1.9461 -5.5898 -5.6425
C -2.6737 -4.9870 -4.6118
N -2.1275 -4.6186 -3.4276
H 1.8342 -5.6200 -2.1894
H 1.2506 -5.7256 -0.5601
H 0.6532 -6.9984 -1.6907
H -2.8737 -2.9179 3.2465
H -2.7830 -4.0095 5.2997
H -0.8898 -5.3315 6.0987
H 1.1499 -5.6092 4.5217
H 0.9688 -4.7058 2.2421
H 1.0735 -5.7088 -4.0632
H 0.0832 -6.4058 -6.2179
H -2.4909 -5.7865 -6.5070
H -3.6104 -4.5120 -4.7149
Cl 2.5720 6.2445 -7.9757
C 2.3097 6.1257 -6.2944
C 2.3859 4.9249 -5.6268
C 2.2018 4.8322 -4.2274
Cl 2.5448 3.2596 -3.5900
C 1.9306 6.0565 -3.4568
O 1.6425 6.2460 -2.2725
C 1.6714 7.2877 -4.2542
C 1.3643 8.4759 -3.4436
O 1.7735 9.5654 -3.8025
C 2.0921 7.2596 -5.5396
H 2.6256 4.0343 -6.2544
H 0.6901 8.3863 -2.5931
H 2.0065 8.2200 -6.0849
H -0.5330 0.2113 -1.8513
C 6.8184 1.3741 4.2781
C 5.4420 1.0899 3.7212
C 5.3738 0.3216 2.5381
C 4.1657 -0.0318 1.9435
C 4.2860 -0.8590 0.6806
C 2.9731 0.3236 2.5774
C 3.0168 1.0874 3.7882
C 1.7998 1.6751 4.4158
C 4.2194 1.4315 4.2995
C 1.6546 -0.0254 1.8719
O 1.6606 0.4800 0.6430
O 0.7786 -0.6128 2.5118
H 7.3831 2.1480 3.7222
H 7.4514 0.4225 4.2154
H 6.7784 1.6942 5.3359
H 6.3056 -0.0408 2.0858
H 4.9745 -1.7532 0.9289
H 4.6436 -0.2136 -0.0963
H 3.3287 -1.2056 0.3580
H 0.9590 1.0912 4.1240
H 1.6423 2.7436 4.3130
H 1.8701 1.6027 5.5421
H 4.2121 2.0637 5.1719
O -2.3532 0.9303 0.7128
C -2.6951 1.9833 1.4185
O -1.9371 2.6760 2.0852
C -4.1925 2.2374 1.1346
C -4.3773 2.0068 -0.2194
C -5.6153 2.3333 -0.7344
C -6.7416 2.7091 -0.0011
C -6.4532 2.8824 1.3642
C -5.1891 2.7479 1.9352
N -7.6382 2.7321 2.2361
O -7.7010 3.1669 3.3518
O -8.5194 2.0396 1.6735
N -5.6754 1.8172 -2.1342
O -6.7637 1.4654 -2.6098
O -4.6004 1.6044 -2.7170
H -3.6391 1.7131 -0.9423
H -7.7511 2.6445 -0.3831
H -5.0750 2.7866 3.0257

No. 5
17
Properties=species:S:1:pos:R:3 method="wB97M-V/def2-TZVPD" homo_lumo_gap_ev=9.9657 lumo_energy_ha=0.0224 multiplicity=1 e_homo_ha=-0.34380 e_above_lowest_ev=9.299
C -0.9365 -0.6529 0.4082
C 0.4201 -1.4102 0.6656
C 1.4468 -0.2229 0.4754
C 0.8359 0.3625 -0.6272
C -0.4826 0.8631 -0.0241
C -1.4050 1.7525 0.4178
H -1.9776 0.1954 -1.2694
H -1.7659 -0.5884 1.1784
H 0.2997 -1.9312 -0.3133
H 0.4759 -2.0463 1.6720
H 1.1727 0.5314 1.2535
H 2.5104 1.1612 0.1545
H 0.7637 -0.3011 -1.4036
H -1.4313 2.9231 0.1389
H -2.2881 1.1786 1.0132
N 2.3133 0.4693 -0.4816
O -1.6531 -1.0699 -0.8684

No. 6
12
Properties=species:S:1:pos:R:3 method="wB97M-V/def2-TZVPD" homo_lumo_gap_ev=7.7989 lumo_energy_ha=0.1557 multiplicity=1 e_homo_ha=-0.13087 total_charge=-1 e_above_lowest_ev=1.485
C 0.7428 -1.4102 -0.1322
C 1.6177 -0.4022 -0.0078
C 0.2165 1.0812 -0.0843
C -0.6686 -1.1136 -0.0042
C -0.8937 0.3028 0.5172
N 0.2608 2.2616 -0.5981
O 2.8063 -0.1357 -0.0101
O -1.6923 -1.8211 -0.2679
H 1.0322 -2.4727 -0.3818
H -0.9523 0.1578 1.5864
H -1.8035 0.7971 0.1390
H -0.6660 2.7552 -0.7562